A molecular structure, C8H21CrF9FeN10O29S7 in a non-equilibrium geometry. Source: OMol25; level of theory: the ωB97M-V functional and the def2-TZVPD basis.

Multiplicity: 10
Net charge: +1
HOMO-LUMO gap (alpha / beta) in Ha: 0.221 / 0.191
HOMO level (alpha / beta) in Eh: -0.452 / -0.452
LUMO (alpha / beta) in eV: -6.31 / -7.12
⟨S²⟩: 24.77
Total energy in eV: -245992.895

Structure (XYZ):
```
86
Properties=species:S:1:pos:R:3:lowdin_charge:R:1
Fe 11.448 -4.806 -18.015 1.057
Cr 16.018 -7.547 -17.093 1.190
S 10.261 -3.286 -15.320 0.632
S 12.571 -7.301 -16.298 0.618
S 11.570 -1.812 -16.695 0.503
S 11.659 -5.371 -21.243 0.498
S 11.080 -8.117 -17.926 0.514
S 10.445 -3.389 -20.788 0.587
S 14.857 -4.386 -17.993 0.636
F 9.965 -2.642 -19.485 -0.163
F 12.208 -1.741 -18.192 -0.203
F 10.106 -4.880 -15.443 -0.206
F 12.697 -5.889 -15.548 -0.156
F 15.489 -4.488 -20.526 0.171
F 16.667 -3.064 -19.400 0.175
F 14.595 -2.622 -19.899 0.182
F 10.384 -7.654 -19.310 -0.178
F 12.519 -6.538 -20.530 -0.191
O 11.283 -2.394 -21.401 -0.210
O 11.093 -3.103 -14.161 -0.198
O 15.123 -7.592 -20.988 0.149
O 15.413 -8.433 -19.062 -0.054
O 13.373 -4.439 -18.081 -0.370
O 11.970 2.144 -21.568 0.089
O 8.888 -2.881 -15.226 -0.178
O 9.195 -3.738 -21.388 -0.169
O 12.686 -1.388 -15.914 -0.201
O 15.430 -6.449 -13.234 0.181
O 17.500 -6.502 -19.412 -0.013
O 15.650 -1.162 -22.757 0.058
O 18.888 -7.473 -20.733 0.116
O 12.059 1.751 -19.457 0.060
O 9.979 -8.679 -17.198 -0.176
O 15.905 -6.256 -15.309 -0.067
O 12.113 -8.910 -18.522 -0.218
O 16.137 -2.989 -23.845 0.064
O 15.376 -3.665 -16.864 -0.239
O 10.625 -6.111 -21.894 -0.182
O 15.353 -5.754 -17.986 -0.387
O 12.000 -8.113 -15.282 -0.142
O 17.466 1.168 -18.871 0.074
O 12.660 -4.740 -22.021 -0.217
O 15.421 1.807 -18.998 0.071
O 10.416 -0.969 -16.796 -0.183
O 20.188 0.018 -20.228 0.076
O 20.492 -0.542 -22.262 0.075
O 13.921 -7.568 -16.717 -0.327
N 15.183 -8.536 -20.269 -0.358
N 11.250 -4.618 -19.881 -0.340
N 16.294 1.099 -18.557 -0.437
N 12.385 1.530 -20.615 -0.435
N 18.299 -6.488 -20.342 -0.397
N 15.870 -5.823 -14.153 -0.363
N 19.932 -0.662 -21.194 -0.451
N 11.138 -3.350 -16.852 -0.353
N 11.532 -6.650 -17.492 -0.330
N 15.371 -2.178 -23.358 -0.436
C 13.917 -2.534 -23.446 0.049
C 16.402 -4.456 -13.890 0.102
C 13.279 0.383 -20.832 0.025
C 15.471 -3.551 -19.598 -0.657
C 15.890 0.017 -17.617 0.053
C 18.854 -1.692 -21.092 0.038
C 14.953 -9.887 -20.883 0.098
C 18.581 -5.146 -20.938 0.057
H 13.519 -1.923 -24.253 0.119
H 13.993 -9.794 -21.390 0.116
H 18.771 -1.949 -20.040 0.078
H 14.224 0.449 -20.299 0.071
H 18.012 -4.802 -21.793 0.111
H 17.370 -4.664 -13.429 0.123
H 16.157 0.342 -16.613 0.110
H 13.519 -2.270 -22.472 0.055
H 17.976 -1.123 -21.395 0.093
H 12.772 -0.429 -20.306 0.067
H 14.827 -0.202 -17.638 0.085
H 16.509 -3.933 -14.832 0.084
H 19.656 -5.192 -21.114 0.113
H 19.106 -2.525 -21.736 0.084
H 16.477 -0.860 -17.881 0.077
H 15.685 -10.084 -21.662 0.116
H 18.546 -4.523 -20.048 0.082
H 13.324 0.146 -21.888 0.088
H 14.898 -10.706 -20.173 0.109
H 15.820 -3.953 -13.124 0.123
H 13.855 -3.594 -23.644 0.081
```